## P
DFT (the ωB97M-V functional and the def2-TZVPD basis) results for the ion C7H13N4 with charge +1.

Cartesian coordinates (Å):
C1 2.27868 -0.03714 -0.72385
N1 -1.39384 -0.28880 0.01311
H1 2.68339 0.01001 -1.73120
H2 2.71364 -2.01627 0.12455
H3 3.02308 0.35775 -0.03281
C2 -3.09263 -1.61748 -0.41563
H4 -4.60364 -0.02643 -0.44729
C3 -2.48015 0.48965 -0.04319
H5 -3.29747 2.34044 -0.02500
N2 -1.77021 -1.56662 -0.20632
C4 -3.58800 -0.34040 -0.32974
H6 0.38085 0.67851 -1.49464
C5 1.88396 -1.45454 -0.30458
C6 0.26182 -0.00349 0.55409
N3 0.84934 -1.21552 0.69592
H7 0.01541 0.54854 1.45872
H8 -1.59260 2.31118 0.20714
C7 0.96285 0.73844 -0.57471
N4 -2.46569 1.81456 0.18560
H9 -3.59488 -2.54277 -0.61997
H10 1.47442 -2.01656 -1.15266
H11 -1.08838 -2.30730 -0.15341
H12 0.86845 -1.69583 1.57836
H13 1.12587 1.78639 -0.33569

Its SMILES is [NH2+]=c1cc[nH]n1[C@@H]1CCCN1. The LUMO energy comes out at -2.5 eV. The orbital gap comes out at 0.375 hartree. As for the net charge: +1.



## Q
DFT (the ωB97M-V functional and the def2-TZVPD basis) results for a cluster of 2 separate species, C7H13N4 in total.

Cartesian coordinates (Å):
C1 -2.39010 -0.52442 -0.04062
C2 1.58828 -0.74838 -0.25352
N1 -2.84780 0.00720 -1.20636
C3 0.50690 2.61180 0.28961
N2 1.06566 0.54075 -0.13533
C4 -0.60952 1.82356 -0.02646
H1 -2.67012 -0.30710 -2.13104
H2 0.61509 3.68125 0.54626
H3 -3.62947 0.63580 -1.15200
H4 0.39592 -1.52151 -1.71370
H5 1.68833 -2.68435 -1.24258
C5 1.21629 -1.71755 -1.11773
H6 3.05413 -2.03608 0.66809
H7 3.72778 -0.83452 -0.06068
C6 1.56054 1.77170 0.14615
N3 -2.59022 -0.02287 1.19802
H8 2.59320 1.88910 0.17591
N4 -0.25204 0.61814 -0.28186
H9 -1.81924 -1.40769 -0.21577
H10 -1.53160 2.29221 -0.06823
C7 2.86014 -0.99642 0.56822
H11 2.72751 -0.54495 1.58738
H12 -2.27796 -0.68744 1.86355
H13 -2.70064 0.97582 1.23807

The LUMO energy comes out at -3.5 eV. The orbital gap comes out at 0.320 hartree. As for the net charge: +1.



## R
DFT (the ωB97M-V functional and the def2-TZVPD basis) results for a cluster of 2 separate species, C7H13N4 in total.

Cartesian coordinates (Å):
H1 -2.41584 -2.49633 -1.04831
H2 1.24055 2.62354 0.29496
H3 0.21568 1.97343 1.71427
C1 -2.15432 -1.60928 -0.40965
C2 -0.14445 1.14962 -0.29479
H4 -0.70095 2.97751 0.64010
C3 -1.82780 0.01009 1.14975
H5 3.02138 -0.22937 1.54440
C4 0.21319 2.20619 0.66279
H6 1.51246 -2.75926 -0.85167
N1 -1.31361 -0.74444 -0.92716
H7 0.11608 0.67440 -2.38597
H8 0.10065 2.43147 -1.98144
H9 -1.96536 0.62322 1.98942
H10 -3.14633 -1.70922 1.48364
N2 -1.05342 0.23098 -0.01650
H11 1.53513 1.37272 -1.82979
C5 1.72585 -0.86240 0.22031
C6 0.38739 1.42854 -1.65227
H12 2.88511 -1.89826 1.46402
N3 1.27296 -1.77858 -0.60738
N4 2.50809 -1.04487 1.20630
C7 -2.51750 -1.17868 0.89830
H13 0.50507 -1.39103 -1.26333

The LUMO energy comes out at -4.9 eV. The orbital gap comes out at 0.248 hartree. As for the net charge: +1.



P is the most stable structure; the next one sits 2.030 eV above it.



## P
DFT (the ωB97M-V functional and the def2-TZVPD basis) results for a cluster of 2 separate species, C7H14N2S in total.

Cartesian coordinates (Å):
H1 -0.65668 -1.99053 -2.27174
H2 2.68751 -2.90051 -0.27080
H3 -0.17304 0.88441 2.57306
H4 -1.89443 0.22847 0.43806
H5 -3.59648 1.87388 -0.56488
H6 1.04352 0.46158 0.32681
H7 1.88185 -4.47983 -0.73272
N1 -2.63859 2.13102 -0.37634
H8 0.58929 2.41925 2.58275
H9 1.05312 -2.00524 -2.37957
H10 1.58095 0.92196 2.65164
C1 0.21281 -2.58553 -1.98509
S1 0.25652 -2.82050 -0.21522
C2 -1.70288 1.22331 0.06226
H11 0.18365 -3.52445 -2.53315
H12 -2.52288 4.24265 -0.75333
C3 0.78486 1.47175 0.65769
H13 1.61614 2.08823 0.34004
C4 -0.53956 1.93702 0.15073
C5 -2.02038 3.32318 -0.51607
H14 2.00575 -3.92185 0.95310
N2 -0.74229 3.23182 -0.25244
C6 0.71097 1.39904 2.19701
C7 1.88026 -3.60915 -0.08180

Its SMILES is CCc1c[nH]cn1.CSC. The LUMO energy comes out at 0.8 eV. The orbital gap comes out at 0.339 hartree.



## Q
DFT (the ωB97M-V functional and the def2-TZVPD basis) results for the molecule C7H14N2S.

Cartesian coordinates (Å):
S1 2.84164 0.95662 0.29335
H1 0.70931 -3.14019 -1.20260
C1 -0.56153 0.56195 1.57793
H2 2.39935 -2.78897 -0.62240
C2 2.22473 -0.46434 -0.13063
C3 -0.32355 -0.94538 -0.37178
H3 -2.37625 -0.39348 -1.21153
C4 -0.81509 0.40745 0.05613
N1 -0.03701 1.32232 -0.83333
H4 -0.55505 -1.09268 -1.43428
C5 0.23257 2.42102 -0.30487
C6 -2.27098 0.52959 -0.52372
H5 -0.90206 -1.81740 0.09018
N2 1.15650 -1.20345 -0.25295
H6 -1.19798 -0.17033 2.03730
H7 1.25295 -3.36779 0.48753
H8 1.82674 1.94029 0.36762
H9 -0.04530 2.82515 0.64724
C7 1.29417 -2.63330 -0.38732
H10 0.38996 0.23074 1.89483
H11 -0.64742 1.58568 1.86716
H12 -2.23975 1.38758 -1.24580
H13 0.76224 3.21849 -0.94631
H14 -3.11818 0.63043 0.14828

The LUMO energy comes out at 0.7 eV. The orbital gap comes out at 0.304 hartree.



## R
DFT (the ωB97M-V functional and the def2-TZVPD basis) results for a cluster of 2 separate species, C7H14N2S in total.

Cartesian coordinates (Å):
C1 3.28670 1.05312 2.02364
C2 1.78757 0.88023 0.43755
H1 2.69463 0.80318 -2.08123
H2 -3.26148 -1.56214 -2.58776
C3 1.61586 0.35468 -2.09122
N1 2.80817 -0.24080 2.03855
H3 0.05670 0.87593 -0.66249
C4 -3.52292 -1.14581 -1.58902
H4 -3.63843 -1.20031 1.90379
H5 1.15036 2.26608 -0.97901
C5 1.12028 1.16854 -0.79214
H6 3.88974 1.57731 2.81144
H7 -3.57032 0.16458 0.99098
C6 -3.02408 -0.79602 1.18775
H8 -3.53828 0.00729 -1.57776
S1 -2.41885 -1.68327 -0.21087
H9 -4.52791 -1.64315 -1.38744
H10 1.61876 -0.74031 -2.00647
C7 1.71081 -0.32085 1.15568
H11 0.96999 0.86830 -2.79031
H12 1.05326 -1.22843 0.77231
N2 2.76813 1.71077 0.85789
H13 -2.14758 -0.38474 1.86319
H14 3.11888 -0.78420 2.71295

Its SMILES is CCc1c[nH]cn1.CSC. The LUMO energy comes out at 0.8 eV. The orbital gap comes out at 0.329 hartree.



P is the most stable structure; the next one sits 2.485 eV above it.



## P
DFT (the ωB97M-V functional and the def2-TZVPD basis) results for a structure of composition C6H24Br2N12O6Y.

Cartesian coordinates (Å):
Br1 -1.01890 3.32250 -0.89870
H1 1.24638 -4.59346 -1.27819
H2 -2.14623 -1.22856 2.45452
C1 1.65351 -1.36425 2.08607
Y1 0.24978 0.65320 -0.45325
H3 2.01563 -1.80754 -2.83098
O1 -2.06705 -0.10354 -1.14999
N1 2.68761 2.14675 2.60884
C2 1.98503 2.76841 1.72489
H4 -5.05232 -0.85851 -1.37395
N2 -0.37872 1.88456 -4.56403
H5 2.34122 4.44086 0.57412
H6 1.23512 -3.15629 3.00846
H7 3.09084 2.64072 3.39209
N3 1.03019 -3.78501 -0.71271
H8 3.51042 4.04750 1.71626
Br2 2.96433 0.99692 -1.32263
N4 2.59366 3.84072 1.34627
N5 -4.06189 -0.80207 -1.56358
H9 -4.81650 0.63309 -0.04187
O2 0.01295 0.56934 -2.78823
O3 1.01438 2.25600 1.15667
N6 1.78731 -2.71895 -2.46043
H10 -1.27315 -0.06986 -5.56110
C3 -1.49244 0.60276 2.51982
H11 2.44290 -3.48701 -2.47988
C4 -3.23154 -0.06404 -0.96607
C5 -0.42820 0.67744 -3.89567
N7 0.96162 -2.39861 2.39920
H12 -3.28903 1.61078 0.09716
H13 2.44903 1.18745 2.81602
H14 -0.51613 -1.14432 -4.25896
H15 -3.66829 -1.49959 -2.17892
H16 3.02263 -2.14791 3.16683
N8 -1.58880 1.70128 3.19570
N9 -2.00391 -0.43618 3.06442
H17 0.74215 -3.96573 0.23833
N10 -0.73767 -0.27919 -4.73072
H18 0.16873 -2.47586 1.77834
H19 -2.16024 -0.52723 4.05809
H20 -0.24147 2.69221 -3.97329
O4 1.28544 -0.57458 1.26688
N11 2.86620 -1.38780 2.52040
N12 -3.83620 0.81623 -0.20178
H21 -1.51049 1.63899 4.20074
C6 1.06023 -2.65461 -1.38282
H22 -1.02570 2.44469 2.80792
H23 3.66274 -1.11626 1.96193
H24 -0.92609 1.96267 -5.40924
O5 0.51233 -1.56660 -1.02285
O6 -1.12141 0.67851 1.33987

The LUMO energy comes out at -2.6 eV. The orbital gap comes out at 0.266 hartree. As for the net charge: +1.



## Q
DFT (the ωB97M-V functional and the def2-TZVPD basis) results for a structure of composition C6H24Br2N12O6Y.

Cartesian coordinates (Å):
N1 -4.68616 -0.80544 -1.33245
N2 3.30810 2.18355 -0.21013
C1 -2.49496 0.76683 1.77050
H1 -4.67409 -0.20988 -0.52586
H2 -5.48895 -1.21833 -1.76130
H3 -2.24878 2.62636 2.38814
H4 3.16655 -1.26401 2.64041
H5 -3.47240 3.02644 -1.60836
H6 4.29990 -1.13343 -0.08967
C2 -1.73121 1.93866 -1.98549
N3 -2.76666 2.42324 -1.23582
N4 -1.64926 2.39417 -3.26267
N5 1.21986 1.16227 3.32808
N6 3.96088 0.47537 -1.61077
H7 -3.77125 1.95171 2.93438
H8 -2.46961 2.91994 -3.50069
H9 -2.47946 -2.21996 -3.26471
N7 -3.26807 -0.35012 1.85671
N8 -3.31877 -1.77267 -2.93839
H10 -0.80453 2.24566 -3.77872
O1 2.02654 -2.08974 -0.31692
O2 -0.79534 1.30494 -1.48704
H11 -4.18739 -1.86752 -3.43687
H12 2.63430 2.78840 0.21761
H13 2.04581 -4.40416 0.40581
Br1 0.27751 -1.40311 -3.06697
H14 3.79024 -0.23092 -2.30632
H15 -4.15908 -0.24009 2.30754
Y1 -0.02867 -0.64467 -0.37578
H16 3.49577 0.06601 3.69915
C3 2.93021 1.12084 -0.98947
O3 1.75307 0.79850 -1.10292
Br2 -0.90879 -2.77645 1.22152
O4 1.29587 -0.14303 1.46483
H17 3.62146 -4.27441 1.19588
N9 2.90433 -0.37198 3.01870
C4 -3.43349 -1.18383 -1.71666
H18 4.27510 2.39431 -0.05161
C5 3.02632 -2.72710 0.03977
C6 1.80804 0.23697 2.53489
H19 -2.78876 -1.24772 1.88124
H20 -2.72772 2.20274 -0.25909
O5 -2.41719 -0.97142 -1.04726
N10 -2.91178 1.87021 2.42784
O6 -1.45865 0.80164 1.08264
H21 4.96619 -2.51519 0.73835
H22 4.77757 1.05694 -1.58474
N11 4.19648 -2.06130 0.28339
N12 2.96430 -3.99282 0.49651
H23 1.83690 1.57113 4.01214
H24 0.55973 1.79248 2.90063

The LUMO energy comes out at -2.3 eV. The orbital gap comes out at 0.290 hartree. As for the net charge: +1.



Q is the most stable structure; the next one sits 2.773 eV above it.



## P
DFT (the ωB97M-V functional and the def2-TZVPD basis) results for a cluster of 2 separate species, C4H9P in total.

Cartesian coordinates (Å):
H1 3.16567 0.04149 -0.59906
H2 -0.64052 1.08329 1.71243
C1 -1.98359 0.56458 -0.46196
H3 2.45380 -1.02746 0.67835
H4 1.80814 -1.08150 -0.99962
H5 -2.04487 0.31169 -1.52372
H6 -2.89675 0.31558 0.04970
C2 -0.67031 -0.08762 -0.01107
C3 2.26005 -0.44163 -0.21458
H7 -1.85622 1.71027 -0.53492
P1 0.91826 0.85748 -0.25428
H8 -0.72330 -1.90590 -0.98803
H9 0.30484 -0.57076 1.84261
C4 -0.09519 0.23050 1.30415

The LUMO energy (alpha / beta) comes out at -0.3 / -0.2 eV. The orbital gap (alpha / beta) comes out at 0.312 / 0.302 hartree.



## Q
DFT (the ωB97M-V functional and the def2-TZVPD basis) results for a cluster of 2 separate species, C4H9P in total.

Cartesian coordinates (Å):
C1 -0.81179 -0.72986 -0.08215
H1 -1.35658 -0.50970 1.86151
H2 2.16151 -2.30003 0.22631
C2 -1.38133 0.22368 1.09104
C3 1.45983 -1.58928 0.74972
P1 -0.31182 -0.81151 -1.60082
H3 -2.35750 2.39536 -1.38416
H4 1.86054 -0.63277 0.50666
H5 -0.59016 0.97913 1.26109
H6 -0.37495 -2.59959 0.16718
C4 0.17693 -1.67074 -0.08673
H7 -2.26288 1.82478 -0.91997
H8 1.34011 -1.66646 1.77867
H9 -2.42567 0.57674 0.98747

Its SMILES is CC1=P[C@H]1C.[H][H]. The LUMO energy comes out at 0.5 eV. The orbital gap comes out at 0.331 hartree.



Q is the most stable structure; the next one sits 1.095 eV above it.



## P
DFT (the ωB97M-V functional and the def2-TZVPD basis) results for a structure of composition C4H7FI2.

Cartesian coordinates (Å):
I1 2.50773 -1.30171 0.04739
C1 -0.48793 0.01854 1.15947
F1 2.52050 0.89578 1.99318
H1 -0.12721 -0.60322 1.85397
H2 -1.68174 -0.85364 -2.03435
C2 -0.86140 -0.71022 -0.05602
C3 1.92279 0.66603 0.80525
H3 -1.95132 0.72852 -1.37086
H4 -1.85096 -1.29890 0.12163
H5 -0.52111 1.09872 1.39550
H6 -0.38762 0.44334 -1.89011
I2 2.22429 2.39567 -0.48617
C4 -1.21419 -0.04341 -1.35024
H7 -0.09181 -1.43550 -0.18864

The LUMO energy (alpha / beta) comes out at -0.7 / -1.1 eV. The orbital gap (alpha / beta) comes out at 0.283 / 0.260 hartree.



## Q
DFT (the ωB97M-V functional and the def2-TZVPD basis) results for a structure of composition C4H7FI2.

Cartesian coordinates (Å):
H1 1.04904 1.77956 -0.58069
H2 1.13555 -1.54817 0.69140
H3 -1.21061 1.78965 -0.08455
C1 -0.01360 -1.30383 0.49630
H4 -1.74489 0.30427 -0.77819
I1 0.62187 0.24093 -2.77216
C2 -0.09697 0.12347 0.52169
C3 1.20600 0.75538 -0.77134
H5 -0.30780 -1.80372 -0.44643
C4 -1.40469 0.67880 0.13421
I2 3.16655 0.02826 -0.36663
F1 -0.67741 -1.84531 1.58072
H6 -2.01893 0.32640 0.99522
H7 0.29588 0.47432 1.38045

The LUMO energy comes out at -0.2 eV. The orbital gap comes out at 0.338 hartree.



Q is the most stable structure; the next one sits 2.160 eV above it.



## P
DFT (the ωB97M-V functional and the def2-TZVPD basis) results for the molecule C2H5BrS.

Cartesian coordinates (Å):
H1 2.32660 0.80726 -0.85367
H2 -1.13913 0.13049 1.54050
C1 -0.81580 0.42868 0.48285
C2 0.04221 -0.58852 -0.11593
S1 2.11507 -0.36412 -0.09328
H3 -0.32297 1.32771 0.45351
Br1 -0.60831 -0.93433 -1.82025
H4 0.10072 -1.42607 0.49294
H5 -1.69839 0.61891 -0.08668

Its SMILES is C[C@H](S)Br. The LUMO energy comes out at 0.6 eV. The orbital gap comes out at 0.366 hartree.



## Q
DFT (the ωB97M-V functional and the def2-TZVPD basis) results for a cluster of 2 separate species, C2H5BrS in total.

Cartesian coordinates (Å):
C1 0.41894 0.38009 -0.40085
S1 -0.48066 -2.53045 -0.03651
H1 0.34744 0.47471 -1.41200
H2 -0.48619 0.76688 1.45804
H3 0.46235 -3.33026 -0.76043
H4 -1.66705 0.89749 0.12560
C2 -0.59995 1.07366 0.46847
H5 -0.24782 2.04193 0.64144
Br1 2.25295 0.22596 -0.08376

The LUMO energy (alpha / beta) comes out at -2.0 / -2.0 eV. The orbital gap (alpha / beta) comes out at 0.230 / 0.231 hartree.



P is the most stable structure; the next one sits 2.542 eV above it.